(1)
# C48H36F6N4O4PdSb

C48H36F6N4O4PdSb as an isolated structure (wB97M-V/def2-TZVPD, the Open Molecules 2025 dataset).

As for the charge: 0. The calculation puts the HOMO-LUMO gap (alpha / beta) at 5.43 / 5.01 eV. The value obtained for the total energy is -90836.34602 eV. For the largest force on an atom, the calculation gives 0.841 eV Å⁻¹. For the relative energy (zero: lowest compared OMol25 entry of this formula, charge and spin), the calculation gives 0.000 eV. The spin multiplicity is 2.

```
100
Properties=species:S:1:pos:R:3:lowdin_spin:R:1
Pd 0.68 -0.21 -0.17 0.01
C -4.35 2.73 -6.68 0.00
O -3.07 3.33 -6.51 0.04
C -2.13 2.64 -5.85 0.07
C -2.20 1.27 -5.61 0.00
C -1.22 0.65 -4.87 0.07
C -0.12 1.36 -4.34 0.02
C -0.07 2.75 -4.63 0.06
C -1.03 3.36 -5.38 -0.01
C 0.75 0.74 -3.37 0.24
C 1.55 1.53 -2.48 0.01
C 2.33 2.69 -2.81 -0.02
C 2.74 3.23 -1.64 -0.02
C 2.17 2.42 -0.59 -0.02
N 1.55 1.32 -1.16 0.09
C 2.10 2.77 0.73 0.10
C 1.48 1.98 1.75 0.00
C 1.35 2.39 3.11 0.00
C 0.83 1.33 3.78 0.00
C 0.65 0.28 2.82 0.00
C 0.12 -0.97 3.11 0.07
C -0.07 -1.31 4.54 0.01
C 1.01 -1.35 5.40 0.01
C 0.87 -1.71 6.74 0.00
C -0.39 -2.03 7.22 0.00
O -0.65 -2.41 8.50 0.00
C 0.46 -2.51 9.39 0.00
C -1.50 -1.96 6.38 0.00
C -1.34 -1.61 5.06 0.00
C -0.20 -1.95 2.16 0.00
N 0.04 -1.86 0.82 0.03
C -0.35 -3.03 0.27 0.00
C -0.19 -3.40 -1.11 0.09
C -0.61 -4.77 -1.50 0.01
C -1.62 -4.96 -2.43 0.01
C -2.04 -6.23 -2.80 0.00
C -1.42 -7.34 -2.24 0.00
O -1.75 -8.62 -2.52 0.00
C -2.77 -8.84 -3.48 0.00
C -0.39 -7.17 -1.31 0.00
C 0.00 -5.90 -0.94 0.01
C 0.26 -2.56 -2.09 -0.02
C 0.40 -2.87 -3.49 -0.01
C 0.61 -1.70 -4.14 -0.01
C 0.64 -0.67 -3.12 0.01
N 0.52 -1.21 -1.92 0.07
C -0.88 -3.89 1.27 0.00
C -0.76 -3.23 2.45 0.00
N 1.04 0.73 1.58 0.04
C 2.64 4.10 1.13 0.01
C 3.76 4.21 1.96 0.01
C 4.25 5.44 2.33 0.00
C 3.61 6.60 1.88 0.00
O 4.16 7.77 2.30 0.00
C 3.53 8.97 1.88 0.00
C 2.49 6.51 1.06 0.00
C 2.02 5.26 0.69 0.01
H -5.03 3.53 -6.96 0.00
H -4.69 2.27 -5.74 0.00
H -4.33 1.98 -7.47 0.00
H -3.04 0.68 -5.97 0.00
H -1.34 -0.39 -4.64 0.00
H 0.71 3.36 -4.22 0.00
H -1.00 4.43 -5.58 0.00
H 2.59 3.01 -3.81 0.00
H 3.34 4.11 -1.49 0.00
H 1.59 3.37 3.49 0.00
H 0.56 1.27 4.82 0.00
H 2.00 -1.10 5.02 0.00
H 1.74 -1.73 7.38 0.00
H 0.06 -2.87 10.33 0.00
H 0.93 -1.54 9.54 0.00
H 1.20 -3.22 9.01 0.00
H -2.48 -2.18 6.79 0.00
H -2.20 -1.54 4.41 0.00
H -2.12 -4.09 -2.85 0.00
H -2.84 -6.33 -3.52 0.00
H -2.90 -9.92 -3.54 0.00
H -2.47 -8.46 -4.46 0.00
H -3.71 -8.38 -3.18 0.00
H 0.08 -8.04 -0.89 0.00
H 0.81 -5.77 -0.23 0.00
H 0.34 -3.86 -3.91 0.00
H 0.76 -1.54 -5.19 0.00
H -1.31 -4.86 1.10 0.00
H -1.05 -3.58 3.43 0.00
H 4.25 3.31 2.32 0.00
H 5.12 5.54 2.96 0.00
H 4.11 9.78 2.33 0.00
H 2.50 9.03 2.24 0.00
H 3.55 9.07 0.80 0.00
H 1.98 7.39 0.71 0.00
H 1.15 5.18 0.05 0.00
F -2.00 0.08 -1.78 0.00
Sb -2.63 1.43 -0.60 0.00
F -1.01 2.42 -0.72 0.00
F -3.26 2.36 -2.12 0.00
F -1.88 0.46 0.84 0.00
F -4.25 0.48 -0.42 0.00
F -3.30 2.75 0.57 0.00
```

(2)
# C48H36N4O4Pt

C48H36N4O4Pt as an isolated structure (wB97M-V/def2-TZVPD, the Open Molecules 2025 dataset).

As for the charge: 0. The calculation puts the HOMO-LUMO gap at 5.57 eV. The value obtained for the total energy is -67758.02424 eV. For the largest force on an atom, the calculation gives 0.631 eV Å⁻¹. The spin multiplicity is 1.

```
93
Properties=species:S:1:pos:R:3:lowdin_charge:R:1
Pt -0.17 0.19 0.16 1.26
C -1.35 -5.86 -7.49 -0.09
O -2.38 -5.20 -6.77 -0.08
C -2.00 -4.41 -5.73 -0.28
C -0.68 -4.20 -5.34 -0.01
C -0.41 -3.36 -4.26 -0.02
C -1.43 -2.73 -3.57 -0.21
C -2.75 -2.96 -3.97 -0.03
C -3.03 -3.79 -5.03 0.01
C -1.12 -1.84 -2.41 -0.07
C -0.56 -2.44 -1.28 -0.23
C -0.44 -3.86 -1.07 0.01
C 0.00 -4.03 0.20 0.01
C 0.18 -2.73 0.77 -0.23
N -0.17 -1.78 -0.15 -0.07
C 0.62 -2.48 2.07 -0.07
C 0.89 -1.22 2.58 -0.22
C 1.44 -0.94 3.89 0.01
C 1.74 0.37 3.92 -0.03
C 1.36 0.94 2.65 -0.23
C 1.49 2.29 2.29 -0.04
C 2.73 3.04 2.65 -0.13
C 2.95 4.38 2.28 -0.02
C 4.13 5.04 2.56 0.01
C 5.17 4.38 3.20 -0.29
O 6.30 5.10 3.42 -0.08
C 7.42 4.42 3.95 -0.08
C 5.00 3.05 3.56 -0.01
C 3.81 2.40 3.27 -0.02
C 0.51 2.83 1.46 -0.22
N -0.22 2.15 0.52 -0.07
C -1.09 3.03 -0.05 -0.23
C -1.84 2.79 -1.20 -0.08
C -2.66 3.91 -1.74 -0.23
C -3.97 4.09 -1.34 -0.01
C -4.75 5.13 -1.85 -0.01
C -4.21 5.99 -2.79 -0.28
O -4.88 7.04 -3.35 -0.08
C -6.25 7.17 -3.05 -0.09
C -2.89 5.83 -3.20 0.01
C -2.13 4.80 -2.68 -0.02
C -1.83 1.59 -1.90 -0.23
C -2.44 1.39 -3.19 0.01
C -2.19 0.12 -3.57 0.00
C -1.45 -0.50 -2.49 -0.22
N -1.23 0.44 -1.51 -0.07
C -0.98 4.31 0.61 0.01
C 0.00 4.19 1.52 -0.02
N 0.82 -0.04 1.88 -0.07
C 0.86 -3.65 2.97 -0.22
C 1.97 -4.47 2.79 -0.02
C 2.20 -5.56 3.62 -0.01
C 1.31 -5.84 4.65 -0.28
O 1.44 -6.88 5.52 -0.08
C 2.49 -7.80 5.29 -0.09
C 0.20 -5.02 4.84 0.01
C -0.02 -3.94 4.01 -0.02
H -1.86 -6.43 -8.27 0.09
H -0.79 -6.55 -6.85 0.09
H -0.67 -5.15 -7.95 0.09
H 0.14 -4.68 -5.85 0.10
H 0.61 -3.20 -3.96 0.13
H -3.56 -2.49 -3.42 0.13
H -4.05 -3.98 -5.34 0.12
H -0.70 -4.61 -1.79 0.11
H 0.18 -4.96 0.71 0.11
H 1.58 -1.67 4.67 0.11
H 2.14 0.94 4.74 0.11
H 2.19 4.93 1.74 0.09
H 4.27 6.07 2.26 0.12
H 8.24 5.13 3.93 0.09
H 7.68 3.55 3.33 0.09
H 7.24 4.09 4.97 0.10
H 5.79 2.49 4.04 0.10
H 3.73 1.36 3.52 0.09
H -4.40 3.42 -0.61 0.13
H -5.77 5.25 -1.50 0.10
H -6.62 7.98 -3.67 0.09
H -6.41 7.42 -2.00 0.09
H -6.80 6.25 -3.29 0.09
H -2.48 6.52 -3.93 0.12
H -1.10 4.67 -3.00 0.13
H -2.98 2.15 -3.74 0.11
H -2.47 -0.37 -4.48 0.11
H -1.59 5.17 0.40 0.12
H 0.34 4.94 2.22 0.11
H 2.67 -4.25 1.99 0.13
H 3.07 -6.17 3.46 0.10
H 2.36 -8.59 6.02 0.09
H 3.47 -7.33 5.43 0.09
H 2.43 -8.22 4.28 0.09
H -0.48 -5.25 5.65 0.12
H -0.88 -3.31 4.16 0.13
```

(3)
# C48H36N4OPdS

C48H36N4OPdS as an isolated structure at a distorted geometry (wB97M-V/def2-TZVPD, the Open Molecules 2025 dataset).

As for the charge: 0. The calculation puts the HOMO-LUMO gap (alpha / beta) at 4.71 / 5.12 eV. The value obtained for the total energy is -72682.56538 eV. For the largest force on an atom, the calculation gives 1.714 eV Å⁻¹. The spin multiplicity is 3.

```
91
Properties=species:S:1:pos:R:3:lowdin_spin:R:1
Pd -0.28 -0.06 -0.58 0.05
C -3.21 1.22 6.30 0.00
C -2.32 2.10 5.70 0.00
C -1.92 1.90 4.39 0.01
C -2.40 0.81 3.67 0.03
C -3.33 -0.03 4.26 0.01
C -3.73 0.17 5.57 0.00
C -1.87 0.49 2.32 0.23
C -1.03 -0.66 2.23 0.05
C -0.88 -1.65 3.25 0.05
C -0.02 -2.60 2.76 0.03
C 0.39 -2.16 1.47 0.05
N -0.27 -0.99 1.17 0.07
C 1.45 -2.70 0.71 0.11
C 1.94 -2.12 -0.46 0.03
C 3.20 -2.37 -1.07 -0.04
C 3.34 -1.48 -2.08 0.02
C 2.12 -0.72 -2.15 -0.02
C 1.74 0.14 -3.19 0.33
C 2.73 0.90 -3.93 0.03
C 2.55 1.31 -5.26 0.06
C 3.50 2.08 -5.91 0.00
C 4.65 2.48 -5.26 0.06
C 4.83 2.11 -3.93 0.00
C 3.90 1.33 -3.28 0.06
C 0.32 0.32 -3.45 0.12
N -0.53 0.56 -2.44 0.05
C -1.77 0.79 -3.00 0.05
C -2.87 1.28 -2.28 0.10
C -4.12 1.53 -3.03 0.01
C -4.39 2.77 -3.61 0.00
C -5.56 2.95 -4.33 0.00
C -6.46 1.90 -4.48 0.00
C -6.19 0.67 -3.90 0.00
C -5.02 0.49 -3.18 0.00
C -2.85 1.48 -0.90 0.05
C -3.78 2.25 -0.13 -0.04
C -3.42 2.12 1.17 0.02
C -2.31 1.20 1.21 -0.02
N -1.94 0.89 -0.07 0.12
C -1.69 0.63 -4.40 0.08
C -0.38 0.33 -4.68 0.06
N 1.29 -1.14 -1.16 0.11
C 2.11 -3.91 1.25 0.01
C 1.55 -5.16 1.00 0.00
C 2.13 -6.31 1.49 0.00
C 3.29 -6.24 2.25 0.00
C 3.85 -5.00 2.51 0.00
C 3.27 -3.85 2.02 0.00
H -3.50 1.36 7.33 0.00
H -1.93 2.94 6.26 0.00
H -1.22 2.58 3.93 0.00
H -3.74 -0.85 3.69 0.00
H -4.45 -0.50 6.02 0.00
H -1.40 -1.66 4.19 0.00
H 0.30 -3.50 3.24 0.00
H 3.91 -3.11 -0.74 0.00
H 4.16 -1.38 -2.77 0.00
H 1.67 1.02 -5.80 0.00
H 3.33 2.37 -6.94 0.00
H 5.38 3.08 -5.77 0.00
H 5.72 2.45 -3.41 0.00
H 4.03 1.10 -2.23 0.00
H -3.68 3.57 -3.49 0.00
H -5.77 3.91 -4.79 0.00
H -7.36 2.04 -5.05 0.00
H -6.88 -0.15 -4.02 0.00
H -4.80 -0.47 -2.73 0.00
H -4.58 2.84 -0.55 0.00
H -3.88 2.57 2.03 0.00
H -2.50 0.75 -5.09 0.00
H 0.01 0.07 -5.65 0.00
H 0.64 -5.21 0.41 0.00
H 1.68 -7.27 1.27 0.00
H 3.74 -7.14 2.64 0.00
H 4.75 -4.93 3.11 0.00
H 3.72 -2.88 2.23 0.00
O 1.32 1.38 0.26 0.01
S 2.39 1.88 1.16 0.00
C 3.18 0.38 1.93 0.00
C 3.20 0.63 3.43 0.00
C 1.83 1.21 3.76 0.00
C 1.58 2.33 2.76 0.00
H 4.17 0.25 1.50 0.00
H 2.54 -0.46 1.67 0.00
H 3.99 1.33 3.69 0.00
H 3.37 -0.30 3.97 0.00
H 1.80 1.59 4.78 0.00
H 1.07 0.44 3.66 0.00
H 2.03 3.27 3.08 0.00
H 0.53 2.47 2.54 0.00
```

(4)
# C48H37Cl3F3N13NaOS

C48H37Cl3F3N13NaOS as an isolated structure at a distorted geometry (wB97M-V/def2-TZVPD, the Open Molecules 2025 dataset).

As for the charge: -1. The calculation puts the HOMO-LUMO gap (alpha / beta) at 4.43 / 3.10 eV. The value obtained for the total energy is -132766.54393 eV. For the largest force on an atom, the calculation gives 2.279 eV Å⁻¹. For the relative energy (zero: lowest compared OMol25 entry of this formula, charge and spin), the calculation gives 2.484 eV. The spin multiplicity is 1.

```
107
Properties=species:S:1:pos:R:3:lowdin_charge:R:1
Na -0.82 1.33 0.81 0.19
N 1.57 3.81 -2.80 0.06
C 0.79 3.32 -1.77 -0.65
S 1.48 1.86 -0.95 0.95
N -0.27 3.91 -1.42 0.00
N -1.03 3.46 -0.42 -0.02
C -2.08 4.22 -0.09 -0.23
C -2.28 5.56 -0.66 -0.18
C -1.23 6.48 -0.77 -0.04
C -1.44 7.73 -1.32 -0.10
C -2.69 8.09 -1.79 -0.11
C -3.74 7.19 -1.70 -0.10
C -3.54 5.94 -1.16 -0.05
C -3.03 3.66 0.80 -0.24
C -4.04 4.44 1.42 -0.04
C -4.98 3.83 2.21 -0.09
C -4.91 2.45 2.41 -0.09
C -3.84 1.78 1.85 -0.17
N -2.92 2.33 1.08 0.05
H 2.04 3.09 -3.34 0.05
H 1.07 4.47 -3.38 0.09
H -0.26 6.22 -0.39 0.11
H -0.62 8.43 -1.40 0.10
H -2.85 9.07 -2.23 0.09
H -4.72 7.46 -2.08 0.10
H -4.35 5.23 -1.12 0.11
H -4.06 5.51 1.29 0.11
H -5.77 4.41 2.68 0.10
H -5.65 1.92 3.00 0.09
H -3.71 0.71 2.01 0.08
C 4.55 0.87 4.06 -0.10
N 3.34 1.48 3.53 -0.12
C 2.11 0.98 3.40 -0.19
N 1.32 1.85 2.80 0.08
C 2.14 2.89 2.58 -0.24
N 3.37 2.71 3.01 0.10
C 4.23 -0.48 4.65 -0.26
C 3.99 -0.62 6.02 -0.09
C 3.53 -1.83 6.52 -0.11
C 3.27 -2.89 5.67 -0.05
C 3.52 -2.76 4.30 -0.17
C 4.06 -1.56 3.82 -0.03
C 3.05 -3.70 3.34 -0.31
N 3.17 -3.59 2.04 0.03
N 2.28 -4.40 1.48 0.06
C 1.64 -5.02 2.44 -0.32
O 2.12 -4.66 3.67 0.10
C 0.37 -5.67 2.28 -0.14
C -0.16 -6.62 3.16 -0.03
C -1.49 -6.99 3.03 -0.09
C -2.32 -6.39 2.10 -0.06
C -1.79 -5.43 1.23 -0.22
C -2.68 -4.52 0.42 -0.08
N -2.61 -3.22 1.04 -0.12
C -1.85 -2.17 0.72 -0.20
N -1.93 -1.24 1.65 0.08
C -2.76 -1.80 2.56 -0.21
N -3.19 -2.99 2.23 0.12
C -0.45 -5.12 1.28 0.01
H 4.98 1.55 4.81 0.12
H 5.25 0.78 3.23 0.12
H 1.81 0.01 3.75 0.12
H 1.82 3.80 2.11 0.10
H 4.13 0.23 6.68 0.09
H 3.33 -1.93 7.58 0.09
H 2.84 -3.80 6.06 0.10
H 4.25 -1.47 2.76 0.07
H 0.46 -7.02 3.95 0.11
H -1.90 -7.73 3.71 0.10
H -3.37 -6.63 2.07 0.10
H -3.72 -4.86 0.44 0.12
H -2.34 -4.42 -0.62 0.12
H -1.25 -2.10 -0.16 0.07
H -3.04 -1.31 3.47 0.11
H -0.04 -4.36 0.64 0.11
F 4.55 -1.99 -8.67 0.13
C 3.24 -1.71 -8.49 -0.58
F 2.88 -0.93 -9.53 0.13
F 2.59 -2.89 -8.70 0.12
C 2.95 -1.11 -7.16 -0.12
C 3.64 -1.56 -6.03 0.00
C 3.35 -1.04 -4.80 -0.01
C 2.36 -0.05 -4.66 -0.23
C 1.65 0.38 -5.80 -0.01
C 1.94 -0.15 -7.03 -0.01
C 2.08 0.51 -3.42 -0.05
C 1.75 0.95 -2.33 -0.41
H 4.41 -2.32 -6.15 0.12
H 3.88 -1.38 -3.92 0.12
H 0.89 1.13 -5.69 0.12
H 1.40 0.17 -7.91 0.12
Cl 3.79 -0.09 0.53 0.58
C 2.58 -1.27 0.05 -0.95
Cl 1.10 -1.04 1.00 0.64
H 2.97 -2.26 0.27 0.00
H 2.34 -1.10 -1.00 0.00
Cl -5.16 1.18 -2.04 0.69
C -3.81 0.12 -2.24 -0.64
C -3.98 -1.14 -2.81 -0.08
C -2.85 -1.94 -2.95 -0.07
C -1.64 -1.45 -2.52 -0.17
N -1.48 -0.26 -1.94 0.09
C -2.56 0.51 -1.80 -0.15
H -4.96 -1.48 -3.14 0.11
H -2.93 -2.92 -3.39 0.10
H -0.73 -2.03 -2.65 0.11
H -2.41 1.47 -1.33 0.08
```

(5)
# C48H37N2OP2PdS

C48H37N2OP2PdS as an isolated structure at a distorted geometry (wB97M-V/def2-TZVPD, the Open Molecules 2025 dataset).

As for the charge: +3. The calculation puts the HOMO-LUMO gap (alpha / beta) at 5.73 / 4.79 eV. The value obtained for the total energy is -88263.82462 eV. For the largest force on an atom, the calculation gives 3.706 eV Å⁻¹. For the relative energy (zero: lowest compared OMol25 entry of this formula, charge and spin), the calculation gives 1.823 eV. The spin multiplicity is 5.

```
92
Properties=species:S:1:pos:R:3:lowdin_spin:R:1
Pd 0.52 -0.24 -0.44 0.83
O -3.65 -0.48 -2.44 0.35
S -2.54 0.01 -1.54 0.21
C -3.27 -0.05 0.10 0.05
C -4.52 0.50 0.22 0.01
C -5.08 0.49 1.51 0.01
C -4.45 -0.11 2.57 0.01
C -3.24 -0.82 2.41 0.01
C -2.62 -0.71 1.16 0.02
P -1.04 -1.52 0.83 0.18
C -0.32 -1.89 2.44 0.04
C 0.30 -0.82 3.15 0.03
C 1.28 -1.10 4.13 0.00
C 1.25 -2.37 4.74 0.02
C 0.34 -3.29 4.25 0.00
C -0.40 -3.11 3.10 0.01
C -1.48 -3.13 0.11 0.03
C -0.37 -3.94 0.13 0.02
C -0.50 -5.36 -0.01 0.00
C -1.73 -5.90 -0.34 0.01
C -2.86 -5.05 -0.35 0.00
C -2.73 -3.69 -0.19 0.01
C -2.41 1.76 -1.90 0.03
C -3.22 2.31 -2.87 0.01
C -3.28 3.67 -3.09 0.00
C -2.44 4.50 -2.39 0.02
C -1.51 3.96 -1.49 0.01
C -1.45 2.59 -1.31 0.04
P -0.01 1.99 -0.33 0.20
C 1.39 2.70 -1.19 0.04
C 1.28 3.17 -2.48 0.03
C 2.28 3.98 -3.06 0.00
C 3.46 4.19 -2.39 0.03
C 3.63 3.57 -1.16 0.00
C 2.63 2.78 -0.58 0.02
C -0.12 2.83 1.24 0.04
C -1.24 2.53 2.04 0.02
C -1.29 3.10 3.31 0.00
C -0.29 3.94 3.80 0.03
C 0.70 4.40 2.91 0.00
C 0.80 3.82 1.68 0.02
H -5.08 0.96 -0.56 0.00
H -6.07 0.96 1.60 0.00
H -4.86 0.07 3.57 0.00
H -2.83 -1.43 3.24 0.00
H 0.17 0.22 2.85 0.00
H 2.07 -0.38 4.35 0.00
H 1.93 -2.67 5.57 0.00
H 0.24 -4.25 4.78 0.00
H -0.99 -3.97 2.74 0.00
H 0.59 -3.54 0.45 0.00
H 0.42 -5.98 0.25 0.00
H -1.88 -6.94 -0.53 0.00
H -3.85 -5.51 -0.56 0.00
H -3.61 -3.06 -0.34 0.00
H -3.73 1.61 -3.55 0.00
H -3.98 4.07 -3.86 0.00
H -2.57 5.63 -2.52 0.00
H -0.80 4.62 -0.94 0.00
H 0.49 2.86 -3.12 0.00
H 2.09 4.47 -4.02 0.00
H 4.22 4.85 -2.76 0.00
H 4.51 3.80 -0.52 0.00
H 2.83 2.41 0.39 0.00
H -2.12 1.93 1.73 0.00
H -2.06 2.77 4.02 0.00
H -0.22 4.38 4.83 0.00
H 1.48 5.06 3.30 0.00
H 1.57 4.20 1.02 0.00
C 5.57 -1.99 0.89 0.18
C 4.37 -1.77 1.62 0.01
C 3.37 -1.03 1.00 0.10
C 3.52 -0.58 -0.35 0.12
C 4.79 -0.59 -0.93 0.08
C 5.80 -1.34 -0.34 0.02
N 2.38 -0.49 -1.16 0.16
N 2.64 -0.53 -2.43 0.06
C 1.47 -0.96 -3.09 0.16
C 1.49 -1.37 -4.43 0.06
C 0.55 -2.31 -4.87 0.03
C -0.44 -2.77 -4.01 0.15
C -0.60 -2.17 -2.76 0.05
C 0.35 -1.28 -2.27 0.40
H 6.35 -2.56 1.41 0.01
H 4.13 -2.28 2.58 0.00
H 2.47 -0.75 1.59 0.01
H 4.87 -0.28 -2.00 0.00
H 6.75 -1.47 -0.82 0.00
H 2.33 -1.03 -5.02 0.00
H 0.67 -2.87 -5.79 0.00
H -1.14 -3.54 -4.40 0.01
H -1.43 -2.40 -2.12 0.00
```